# 1
C41H37CuF5P2S as an isolated structure in a non-equilibrium geometry, computed with the ωB97M-V functional and the def2-TZVPD basis.

Output
LUMO (spin up / spin down) ... 0.16 / -0.49 eV
Energy relative to the best compared isomer or geometry (same formula, charge and spin) ... 510.74 kJ/mol
HOMO level (spin up / spin down) ... -6.051 / -6.437 eV
Multiplicity ... 2

```
87
Properties=species:S:1:pos:R:3:forces:R:3
Cu -0.88418 1.42349 -3.12079 1.14 -1.28 1.93
C -2.69403 0.95651 -6.23238 -1.44 -1.50 -0.56
C -2.32574 -0.29253 -5.85791 -0.82 0.40 -1.18
C -1.14225 -1.08042 -6.39545 0.37 0.08 0.59
C 0.21971 -0.31780 -6.36106 0.55 -0.64 -0.35
C 0.45919 0.58167 -5.17421 0.14 0.49 0.55
C -0.01518 1.82968 -4.99546 0.96 -0.04 -1.47
C -0.69687 2.63238 -6.09684 -0.71 0.86 -0.19
C -1.81350 1.91696 -6.97573 0.52 0.55 -0.74
C 1.58982 -0.55412 0.01392 -0.44 0.05 0.86
H -3.82649 1.21966 -6.20959 2.19 -0.20 0.81
H -3.02274 -0.89420 -5.26172 0.06 0.30 -0.42
H -1.34599 -1.43444 -7.44307 0.12 0.41 0.88
H -1.04444 -1.99511 -5.77334 0.00 0.48 -0.39
H 1.02319 -1.07778 -6.30736 -0.35 0.23 -0.18
H 0.38194 0.19735 -7.32707 -0.14 0.06 0.59
H 1.13605 0.20267 -4.39887 -0.43 -0.01 -0.36
H 0.30731 2.42540 -4.10511 0.60 0.04 -0.55
H 0.10685 3.02509 -6.78095 -0.77 -0.29 0.64
H -1.20642 3.53060 -5.62932 0.75 -0.81 -0.52
H -2.47550 2.71689 -7.35793 0.48 -0.24 0.10
H -1.34416 1.47228 -7.90100 -0.39 0.19 1.00
H 0.75073 0.16352 0.14437 0.43 -0.30 -0.58
H 2.36872 -0.30703 0.74532 -0.14 -0.23 -0.03
H 1.20080 -1.56688 0.14127 0.07 0.05 0.36
P -1.37086 -0.77512 -2.39086 2.14 0.63 0.53
P 2.32992 -0.57632 -1.57725 -0.41 0.08 -1.61
C 0.06793 -1.74690 -2.95940 -1.09 0.22 -0.53
C 1.43908 -1.58617 -2.77758 0.33 -0.02 -0.06
C -2.51374 -2.10527 -2.05529 -1.00 -0.59 0.61
C -2.61917 -3.25949 -2.85889 -0.21 0.74 0.59
C -3.38141 -4.32192 -2.41933 -0.43 -0.16 0.41
C -4.03912 -4.24155 -1.18323 0.14 0.01 0.15
C -3.95572 -3.11668 -0.35307 -0.04 -0.25 -0.69
C -3.21362 -2.03805 -0.81321 0.32 -0.20 -0.88
C -2.92152 0.75580 -3.17541 -0.96 -0.19 -0.72
C -2.69148 2.06692 -3.63067 -0.53 0.51 -0.30
C -3.58132 3.13897 -3.59567 -0.18 -1.05 0.40
C -4.91404 2.79896 -3.34684 0.40 0.61 0.44
C -5.21456 1.46659 -3.03009 -0.49 -0.39 -0.05
C -4.24040 0.43712 -2.90052 -0.85 0.85 0.88
C 3.93108 -1.40352 -1.45647 0.42 -0.16 -0.12
C 3.89213 -2.78369 -1.21315 0.07 0.11 0.14
C 5.06954 -3.51732 -1.13605 0.03 0.24 -0.05
C 6.29410 -2.86925 -1.30676 0.14 0.36 -0.31
C 6.35764 -1.48829 -1.53781 -0.43 0.08 -0.05
C 5.16388 -0.75276 -1.61654 -0.03 0.02 0.27
C 2.65046 1.15060 -2.06741 0.18 0.81 -0.63
C 2.31162 2.23360 -1.23622 -0.17 -0.31 0.65
C 2.58767 3.56037 -1.58683 0.09 -0.27 -0.31
C 3.19017 3.82656 -2.81622 0.04 -0.22 -0.08
C 3.51477 2.77718 -3.68531 -0.16 -0.82 -0.02
C 3.24522 1.44545 -3.31821 -0.13 0.16 0.18
H -0.25154 -2.47351 -3.72250 0.72 -0.14 0.44
H 2.11230 -2.24315 -3.38078 -0.49 0.71 0.59
H -2.13748 -3.31065 -3.82457 0.11 0.01 -0.02
H -3.47541 -5.21610 -3.04292 -0.04 0.29 0.30
H -4.62798 -5.07533 -0.84836 -0.14 -0.32 0.04
H -4.47270 -3.07366 0.61750 0.27 -0.06 -0.61
H -3.18802 -1.13257 -0.22740 0.31 0.13 0.04
H -1.82360 2.27089 -4.28706 -0.65 0.47 0.32
H -3.15872 4.14078 -3.71925 -0.63 -0.24 -0.33
H -5.64756 3.62067 -3.32861 0.08 -0.80 0.00
H -6.27151 1.20176 -2.85322 0.62 0.15 -0.05
H -4.56655 -0.52592 -2.46502 0.31 0.57 -0.55
H 2.92816 -3.27061 -1.06694 0.22 0.02 -0.11
H 5.02426 -4.58985 -0.95630 0.08 0.24 -0.03
H 7.21721 -3.44144 -1.31630 -0.13 0.03 0.17
H 7.31871 -0.96846 -1.67838 -0.55 -0.42 0.12
H 5.17700 0.33614 -1.76425 0.10 -0.58 -0.03
H 1.74280 2.05590 -0.30708 0.56 0.12 -0.54
H 2.32061 4.37355 -0.90269 0.04 -0.41 -0.30
H 3.40202 4.84973 -3.11938 -0.03 -0.16 0.10
H 3.95953 2.95688 -4.67367 -0.20 0.07 0.55
H 3.46293 0.61865 -4.00932 0.05 0.44 0.25
F -0.46900 0.57474 5.64018 -0.22 0.09 -0.14
C -0.69136 0.91067 4.35311 0.00 -0.01 0.35
C -0.79728 2.25962 3.99145 -0.29 0.10 -0.30
F -0.86338 3.23422 4.94470 0.18 -0.89 -0.68
C -0.92096 2.58576 2.64302 -0.13 -0.74 -0.14
F -1.24967 3.85984 2.32664 0.63 -0.61 0.12
C -0.80512 1.59452 1.59805 -0.67 0.00 2.13
S -0.61235 2.08648 -0.00572 -0.48 0.53 -1.10
C -0.91856 0.25070 2.06694 -0.03 0.68 -0.49
F -1.15902 -0.74790 1.17426 0.27 0.32 0.29
C -0.84202 -0.09778 3.40445 -0.04 0.31 0.06
F -0.93662 -1.39597 3.77641 0.21 0.63 -0.07
```
Forces are in eV/Å.

---

# 2
CH9P5 as an isolated structure in a non-equilibrium geometry, computed with the ωB97M-V functional and the def2-TZVPD basis.

Output
LUMO (spin up / spin down) ... 0.47 / -3.38 eV
Energy relative to the best compared isomer or geometry (same formula, charge and spin) ... 80.32 kJ/mol
HOMO level (spin up / spin down) ... -4.191 / -8.459 eV
Multiplicity ... 3

```
15
Properties=species:S:1:pos:R:3:forces:R:3
C -0.71181 -0.38330 0.10614 0.41 -0.19 0.40
P -1.14259 -1.37954 1.62738 0.40 -0.47 -0.12
P -1.67941 1.16779 -0.25340 -0.22 0.36 -0.38
P 1.86948 -1.26895 -1.30356 -0.08 -0.40 0.81
P 1.04361 1.96531 -0.64234 -0.37 3.77 -0.30
P 1.12904 -0.00162 0.30224 -0.74 -2.17 -0.67
H -0.83716 -1.04571 -0.76615 0.25 0.04 0.19
H -1.12508 -0.29393 2.50264 0.10 0.34 0.36
H -2.52981 -1.30991 1.48088 -0.55 0.03 -0.16
H -2.93555 0.59657 0.00542 -0.30 -0.32 0.04
H -1.59171 1.70992 1.03060 0.08 0.25 0.30
H 3.20043 -1.00176 -0.98746 0.57 0.14 -0.16
H 1.84398 -2.40385 -0.49529 0.01 -0.80 -0.19
H 2.43418 2.10918 -0.63462 0.54 -0.07 0.16
H 1.03240 1.53981 -1.97248 -0.11 -0.49 -0.25
```
Forces are in eV/Å.

---

# 3
A single CH6N2OP2S molecule in a non-equilibrium geometry, computed with the ωB97M-V functional and the def2-TZVPD basis.

Output
LUMO (spin up / spin down) ... -1.33 / -1.33 eV
Structure (SMILES) ... [H]/P=N/[PH]#S(=O)NC
Energy relative to the best compared isomer or geometry (same formula, charge and spin) ... 180.69 kJ/mol
HOMO level (spin up / spin down) ... -8.384 / -8.383 eV

```
13
Properties=species:S:1:pos:R:3:forces:R:3
H 3.44696 -2.27895 -0.58257 -0.34 -0.29 0.03
P 3.48564 -0.86812 -0.45096 -0.03 0.61 0.15
N 2.11700 -0.54187 0.25558 0.85 -1.20 -0.35
P 1.60303 0.92867 0.83018 -0.72 0.42 0.73
S -0.09467 0.98705 -0.55209 -0.46 -1.71 0.00
O -0.67968 2.31683 -0.52024 -0.57 0.82 0.36
N -1.06749 -0.12805 0.46210 3.15 1.50 -0.10
C -2.40266 -0.30126 0.04924 -0.64 -2.04 -1.92
H 2.23963 1.84748 -0.00306 0.47 0.46 -0.42
H -0.40260 -0.87944 0.58035 -0.50 -0.74 0.17
H -2.56948 0.65880 -0.47125 -1.13 -0.79 -0.10
H -2.69016 -1.33014 -0.51767 0.97 2.51 0.42
H -2.98553 -0.41101 0.92038 -1.05 0.46 1.03
```
Forces are in eV/Å.

---

# 4
C3H9ClSSi as an isolated structure in a non-equilibrium geometry, computed with the ωB97M-V functional and the def2-TZVPD basis.

Output
LUMO (spin up / spin down) ... -0.14 / -0.14 eV
Energy relative to the best compared isomer or geometry (same formula, charge and spin) ... 282.55 kJ/mol
HOMO level (spin up / spin down) ... -7.964 / -7.966 eV

```
15
Properties=species:S:1:pos:R:3:forces:R:3
C 0.07258 -0.60794 1.52539 1.81 2.03 -0.56
C 0.43047 2.36349 -0.55636 0.30 -3.04 -0.82
C 1.27415 -1.04032 -1.41592 -1.18 -0.78 0.18
Si -0.18981 -0.43201 -0.34502 -0.44 1.97 0.79
S -1.91296 -1.63704 -0.89472 0.15 0.53 0.19
Cl 2.66567 -0.72514 -0.42066 1.41 -0.21 0.76
H 0.65739 0.36727 1.68831 -1.03 -1.20 0.21
H -0.48928 -0.86045 2.41679 -0.91 0.18 -0.51
H 0.87699 -1.30105 1.52368 0.94 -1.07 0.15
H 1.51076 2.31544 -0.40082 -0.25 -0.18 0.05
H 0.17572 2.28258 -1.60488 -0.06 0.56 -0.04
H -0.04110 3.12340 0.02077 -0.71 0.12 0.41
H 1.49660 -0.47471 -2.28799 -0.52 0.49 -0.88
H 1.15656 -2.10581 -1.71321 0.32 0.58 0.45
H -2.47463 -1.49250 0.33068 0.17 0.00 -0.39
```
Forces are in eV/Å.

---

# 5
A 3-piece molecular cluster, C5H17NO2 overall in a non-equilibrium geometry, computed with the ωB97M-V functional and the def2-TZVPD basis.

Output
LUMO ... 0.63 eV
Structure (SMILES) ... CCC[C@@H](C)N.O.O
Energy relative to the best compared isomer or geometry (same formula, charge and spin) ... 63.10 kJ/mol
HOMO level ... -9.287 eV

```
25
Properties=species:S:1:pos:R:3:forces:R:3
C 1.67545 1.22538 -1.68756 0.16 0.18 0.02
C 2.23603 0.01433 -0.93884 -0.12 0.03 -0.26
C 1.39664 -0.48300 0.24544 0.16 0.85 -0.05
C 0.12619 -1.28531 -0.07863 0.61 0.22 0.80
C -0.44545 -1.82556 1.22146 -0.51 -0.61 0.04
N -0.89731 -0.56944 -0.83413 0.24 0.03 -0.04
H 1.31295 1.94553 -0.94791 -0.26 0.00 -0.20
H 0.89549 0.96977 -2.40344 -0.18 0.09 0.18
H 2.43293 1.75905 -2.26813 0.13 -0.22 0.07
H 2.37450 -0.83121 -1.61618 0.11 0.00 -0.16
H 3.23406 0.29276 -0.59291 -0.04 -0.13 0.17
H 2.09244 -1.03424 0.87705 -0.26 -0.43 0.16
H 1.08906 0.38109 0.85873 0.05 -0.03 -0.10
H 0.45151 -2.13305 -0.66478 -0.13 -0.37 -0.40
H -0.55289 -1.11678 2.04362 0.27 0.26 -0.14
H 0.11602 -2.68554 1.56497 0.51 0.02 0.26
H -1.43032 -2.23962 1.06112 -0.46 0.05 -0.28
H -1.04220 0.33885 -0.40992 -0.16 0.10 0.13
H -0.52838 -0.36472 -1.75155 -0.11 -0.03 -0.20
O 2.11602 2.30760 4.33254 -0.71 -0.57 0.00
H 1.45623 2.17599 3.63670 0.31 0.32 -0.14
H 1.78023 1.67450 4.98480 0.41 0.24 0.14
O -5.36438 -0.09790 -2.66491 0.06 0.07 -0.11
H -5.07123 0.76507 -2.97988 -0.08 -0.12 0.10
H -6.00535 0.08234 -1.97188 0.01 0.06 0.01
```
Forces are in eV/Å.

---

# 6
An isolated ion of composition C3H8NOSe and charge +1 in a non-equilibrium geometry, computed with the ωB97M-V functional and the def2-TZVPD basis.

Output
LUMO ... -3.32 eV
Energy relative to the best compared isomer or geometry (same formula, charge and spin) ... 262.00 kJ/mol
Net charge ... +1
HOMO level ... -12.827 eV

```
14
Properties=species:S:1:pos:R:3:forces:R:3
C 1.51272 0.67054 0.43505 -6.19 -1.70 -2.71
C -0.03221 -0.38251 -1.57339 0.79 1.84 -1.10
C -0.47105 0.29259 0.88877 4.49 -1.87 -0.35
N -0.99907 -0.41469 -0.42693 2.24 -0.07 1.80
O -0.49779 -0.67972 1.89281 -0.32 -0.22 -4.12
Se 1.81614 -0.66813 -0.86327 -0.79 -0.60 -0.52
H 1.32765 1.56027 -0.06570 0.11 1.86 -0.65
H 2.08047 0.74165 1.24897 2.13 -0.14 3.36
H -0.33920 -1.10657 -2.32336 0.18 -0.46 0.28
H -0.12330 0.58954 -2.12781 0.22 -0.60 0.92
H -0.79467 1.29255 1.07018 -1.04 0.30 0.03
H -1.92341 -0.11499 -0.67051 -0.76 0.21 -0.20
H -0.97036 -1.42054 -0.23278 -0.68 0.12 0.75
H -0.58591 -0.35998 2.74798 -0.37 1.33 2.52
```
Forces are in eV/Å.

---

# 7
C20H43AlFO2P as an isolated structure in a non-equilibrium geometry, computed with the ωB97M-V functional and the def2-TZVPD basis.

Output
LUMO ... -10.27 eV
Net charge ... +2
HOMO level ... -15.498 eV

```
68
Properties=species:S:1:pos:R:3:forces:R:3
C -2.52444 -0.31686 3.68879 -0.41 -0.17 -0.18
C -3.52375 -0.56340 2.39199 -0.53 -0.28 0.09
C -4.29429 0.81356 1.94575 1.07 -0.70 -0.42
C -3.44810 1.60287 0.78359 -0.92 1.40 -0.37
C -3.11280 3.15492 1.27265 0.44 -0.54 1.08
C -1.61245 3.66578 0.85377 -0.15 0.94 0.34
C -1.39982 3.96858 -0.74315 0.15 0.34 0.24
C -1.38025 2.64368 -1.70805 0.58 0.42 0.01
C -0.29387 1.49032 -1.28876 -0.36 -1.29 -0.86
C -0.60377 0.18688 -2.28991 -0.09 0.22 -0.61
C 0.70555 -0.16092 -3.23892 -1.10 -0.79 0.08
C 1.83749 -1.08209 -2.45566 -1.05 0.03 1.22
O 1.43311 -1.66330 -1.13309 1.24 -0.37 -2.20
P 2.80666 -2.61108 -0.63560 -0.56 -3.07 -0.90
C 3.02835 -1.67367 1.03499 -0.08 3.77 2.74
C 2.03917 -0.36538 1.19890 0.44 0.48 0.94
C 2.41385 0.50348 2.56382 -0.77 0.40 0.36
C 1.21145 1.63062 2.74204 0.17 -0.54 -0.70
C 2.41642 -0.39853 3.93417 -0.14 0.02 0.45
O 3.05081 -3.34596 -2.22909 -1.30 4.51 -0.86
C 2.48766 -2.37932 -3.22762 0.69 -1.01 -1.39
C 1.46080 -3.40158 -4.06016 -0.03 -0.45 0.43
C 2.28457 -4.64642 -4.78683 0.40 -0.10 -0.06
F 2.20662 -5.91475 -3.97619 0.13 3.22 -1.63
H -2.71598 -1.23717 4.41447 0.79 2.17 -1.45
H -1.40265 -0.23525 3.34037 -2.31 -0.38 0.80
H -2.77658 0.69423 4.24345 0.39 -2.16 -1.06
H -4.33008 -1.40235 2.63668 1.76 1.89 -0.36
H -2.92819 -0.94827 1.45895 -1.15 0.77 1.82
H -4.56337 1.47334 2.88904 0.54 -1.07 -1.70
H -5.34270 0.52625 1.45416 2.75 -1.23 0.79
H -2.48840 1.02510 0.42312 -2.02 1.05 1.07
H -4.14424 1.70322 -0.17083 1.41 -0.35 1.69
H -3.98479 3.89919 0.97329 1.91 -1.48 0.32
H -3.13512 3.12222 2.46545 0.14 0.17 -2.49
H -0.80921 2.92984 1.31158 -1.72 1.36 -1.11
H -1.44495 4.70315 1.41626 -0.37 -2.23 -1.19
H -0.37392 4.56115 -0.88857 -2.21 -1.37 0.39
H -2.25837 4.73502 -1.05300 1.82 -1.80 0.45
H -1.08776 3.00529 -2.79908 -0.75 -0.82 2.22
H -2.43071 2.13054 -1.76015 1.93 1.03 0.08
H 0.83317 1.78029 -1.47991 -2.32 -0.17 0.56
H -0.39779 1.07852 -0.19746 0.22 1.15 -1.90
H -0.99838 -0.75219 -1.69867 1.03 1.83 -1.17
H -1.47295 0.48171 -3.04442 1.88 -0.57 1.57
H 0.34831 -0.75398 -4.19856 0.77 1.17 2.01
H 1.13125 0.86825 -3.60603 -0.43 -2.16 0.78
H 2.58468 -0.23060 -2.07987 -0.01 -1.85 -0.82
H 3.85062 -1.70950 -1.09855 0.59 0.21 0.19
H 3.95008 -3.45970 -0.28350 0.03 0.05 -0.06
H 2.04518 -3.72560 -0.07932 -0.14 0.90 0.28
H 4.14475 -1.27069 1.06030 -2.34 -1.13 -0.14
H 2.88509 -2.47967 1.89704 0.21 1.30 -2.22
H 2.21138 0.38579 0.29082 -0.57 -1.78 1.87
H 0.89980 -0.66161 1.31700 2.44 0.40 -0.60
H 3.40214 1.10515 2.38061 -1.67 -1.44 0.51
H 1.16837 2.08805 3.82602 0.18 -0.97 -2.26
H 0.19718 1.07537 2.48870 1.89 1.24 0.70
H 1.36242 2.46988 1.93947 -0.34 -1.45 1.62
H 2.89331 -1.46393 3.82692 -0.78 2.08 0.10
H 1.29146 -0.56384 4.28832 2.39 0.36 -0.78
H 2.99613 0.14652 4.82141 -1.33 -1.11 -2.07
H 3.34993 -1.93829 -3.91137 -1.68 -1.23 1.32
H 0.85818 -2.80730 -4.86828 1.05 -1.19 1.62
H 0.77722 -3.91564 -3.23556 1.18 1.28 -1.94
H 1.87291 -4.91100 -5.86185 0.60 0.55 2.47
H 3.41391 -4.33841 -4.90602 -2.17 -0.93 0.43
Al -6.57029 1.67947 1.42014 -1.41 1.45 -0.11
```
Forces are in eV/Å.

---

# 8
A single CH2N2O molecule in a non-equilibrium geometry, computed with the ωB97M-V functional and the def2-TZVPD basis.

Output
LUMO ... 0.08 eV
Structure (SMILES) ... O=C1NN1
Energy relative to the best compared isomer or geometry (same formula, charge and spin) ... 505.04 kJ/mol
HOMO level ... -10.239 eV

```
6
Properties=species:S:1:pos:R:3:forces:R:3
O -2.09482 0.06452 0.36234 9.76 -1.41 -2.09
C -0.62501 -0.08028 -0.01179 -9.43 1.63 1.90
N 0.47111 -0.76251 -0.36894 -0.97 -1.29 -0.43
N 0.34087 0.73793 -0.50945 1.68 1.83 1.18
H 1.01996 -1.27429 0.30766 0.25 0.37 0.50
H 0.88788 1.31463 0.22018 -1.30 -1.12 -1.07
```
Forces are in eV/Å.